Below is 7 unconnected molecules or ions with the total composition C27H36N7O12, with properties calculated with the ωB97M-V functional and the def2-TZVPD basis.

Net charge = -1
Calculated total energy = -63558.689 eV
Frontier orbital gap = 6.959 eV
LUMO = 0.475 eV
E_HOMO = -6.48 eV

Bonds (Å) are listed after each position.
CARTESIAN COORDINATES (ANGSTROEM)
1 N -2.1336 -56.1143 51.5852  O2 1.250, O3 1.304, O4 1.247
2 O -1.5259 -55.2198 50.9591  N1 1.250
3 O -1.4575 -56.9368 52.3385  N1 1.304
4 O -3.3743 -56.2413 51.6069  N1 1.247
5 C -7.9781 -54.9138 53.7445  C6 1.550, C10 1.457, H14 0.982
6 C -9.1159 -55.7087 54.4339  C5 1.550, C7 1.551, H15 0.945
7 C -8.7640 -57.2195 54.4380  C6 1.551, C8 1.531, H16 1.265
8 C -7.6902 -57.9018 53.5872  C7 1.531, C9 1.618, N11 1.496
9 C -6.6729 -56.9446 52.7716  C8 1.618, C10 1.470, H17 0.947
10 C -6.8351 -55.5150 53.0707  C5 1.457, C9 1.470, H18 1.089
11 N -7.3584 -59.3588 53.6525  C8 1.496, O12 1.313, O13 1.231
12 O -8.0726 -59.9422 54.5870  N11 1.313
13 O -6.3260 -59.8064 53.1522  N11 1.231
14 H -7.9754 -53.9386 53.6333  C5 0.982
15 H -9.8863 -55.3254 54.8256  C6 0.945
16 H -9.5212 -57.9387 55.1514  C7 1.265
17 H -6.0290 -57.1947 52.1236  C9 0.947
18 H -6.1365 -54.8614 52.5508  C10 1.089
19 C -4.5472 -52.8492 50.6319  C20 1.488, C24 1.466, H28 1.182
20 C -3.8191 -52.8593 51.9296  C19 1.488, C21 1.526, H29 1.023
21 C -4.5586 -52.1326 53.0499  C20 1.526, C22 1.457, H30 1.119
22 C -5.7893 -51.3833 52.8350  C21 1.457, C23 1.565, N25 1.410
23 C -6.5952 -51.6184 51.5139  C22 1.565, C24 1.461, H31 1.004
24 C -5.8959 -52.3099 50.4340  C19 1.466, C23 1.461, H32 1.083
25 N -6.3849 -50.6927 53.9102  C22 1.410, O26 1.328, O27 1.233
26 O -5.8365 -50.8311 55.1118  N25 1.328
27 O -7.1919 -49.7759 53.7414  N25 1.233
28 H -4.1111 -53.3856 49.6734  C19 1.182
29 H -2.8971 -53.2866 52.0495  C20 1.023
30 H -4.0739 -52.2542 54.0514  C21 1.119
31 H -7.4887 -51.1773 51.3892  C23 1.004
32 H -6.3218 -52.5102 49.4582  C24 1.083
33 C -6.9068 -55.6108 49.0044  C34 1.547, C38 1.329, H42 1.024
34 C -7.7685 -55.3937 47.7374  C33 1.547, C35 1.482, H43 1.115
35 C -7.3980 -56.2067 46.5548  C34 1.482, C36 1.445, H44 1.019
36 C -6.4417 -57.2900 46.5733  C35 1.445, C37 1.592, N39 1.464
37 C -5.4257 -57.2736 47.7994  C36 1.592, C38 1.568, H45 1.064
38 C -5.8739 -56.4461 49.0530  C33 1.329, C37 1.568, H46 1.209
39 N -6.2741 -58.1990 45.4385  C36 1.464, O40 1.245, O41 1.194
40 O -5.2932 -58.9655 45.4234  N39 1.245
41 O -6.9458 -58.0969 44.4572  N39 1.194
42 H -7.0741 -55.0430 49.8393  C33 1.024
43 H -8.4946 -54.5476 47.7274  C34 1.115
44 H -8.0524 -56.1243 45.7778  C35 1.019
45 H -4.5959 -57.9384 47.8485  C37 1.064
46 H -5.1662 -56.3964 50.0314  C38 1.209
47 C -1.5431 -57.5878 48.2022  O48 1.205, N49 1.439, H52 1.012
48 O -1.9966 -57.6432 47.0870  C47 1.205
49 N -0.6234 -58.6045 48.6395  C47 1.439, C50 1.404, C51 1.550
50 C -0.2607 -58.6903 49.9927  N49 1.404, H53 0.926, H54 1.088, H55 0.976
51 C 0.0567 -59.5255 47.5940  N49 1.550, H56 1.015, H57 1.182, H58 1.022
52 H -2.0646 -57.0596 48.8897  C47 1.012
53 H -0.3326 -57.8277 50.3207  C50 0.926
54 H 0.6438 -59.2729 50.1554  C50 1.088
55 H -0.8780 -59.3561 50.3521  C50 0.976
56 H 0.9835 -59.8353 47.8668  C51 1.015
57 H 0.1897 -58.9417 46.5751  C51 1.182
58 H -0.5032 -60.3385 47.3285  C51 1.022
59 C -0.7215 -52.8939 53.6525  O60 1.265, N61 1.334, H64 1.125
60 O -0.1819 -51.7983 53.3214  C59 1.265
61 N -1.4933 -53.1316 54.7140  C59 1.334, C62 1.468, C63 1.442
62 C -1.9741 -54.5013 54.9298  N61 1.468, H65 1.191, H66 0.989, H67 1.088
63 C -1.7163 -52.0653 55.6583  N61 1.442, H68 1.058, H69 0.926, H70 1.002
64 H -0.6294 -53.7616 52.9420  C59 1.125
65 H -1.6379 -55.1877 54.0158  C62 1.191
66 H -2.9610 -54.4443 54.9166  C62 0.989
67 H -1.8549 -54.8879 55.9401  C62 1.088
68 H -1.5646 -51.2630 54.9854  C63 1.058
69 H -0.8811 -52.0181 56.0560  C63 0.926
70 H -2.4837 -52.1594 56.2957  C63 1.002
71 C -0.0484 -50.8824 47.7709  O72 1.185, N73 1.383, H76 1.043
72 O -0.8676 -50.0277 47.8235  C71 1.185
73 N -0.0673 -51.9691 48.6267  C71 1.383, C74 1.472, C75 1.369
74 C 0.3670 -53.3507 48.3605  N73 1.472, H77 1.084, H78 1.032, H79 1.197
75 C -0.8252 -51.9770 49.7672  N73 1.369, H80 1.173, H81 1.176, H82 0.997
76 H 0.5507 -50.9008 46.9177  C71 1.043
77 H -0.4634 -54.0077 48.5939  C74 1.084
78 H 1.2187 -53.5019 48.9241  C74 1.032
79 H 0.4181 -53.5386 47.1797  C74 1.197
80 H -1.9554 -51.8088 49.5010  C75 1.173
81 H -0.5281 -51.2368 50.6315  C75 1.176
82 H -0.8348 -52.8075 50.3192  C75 0.997